(1)
A cluster of 2 separate species, C2H2BrO2S in total. Source: the Open Molecules 2025 dataset; level of theory: wB97M-V/def2-TZVPD.

Relative energy (zero: lowest compared OMol25 entry of this formula, charge and spin) ... 53.5 kcal/mol
Molecular weight ... 170.01 Da
HOMO-LUMO gap ... 5.74 eV
Charge ... -1

Last column: natural (NBO) charge in e.
Cartesian coordinates (Å):
1 C 0.7841 -1.5752 1.5236  1.036
2 C -0.3919 1.5518 -0.4271  -0.735
3 O 1.8046 -1.0739 1.5481  -0.515
4 O -0.2083 -2.1252 1.6949  -0.540
5 S 0.1739 -0.1871 -0.8495  -0.232
6 Br -1.8798 1.8930 -1.7710  -0.267
7 H -1.0023 1.4610 0.4433  0.131
8 H 0.7196 0.0556 -2.1622  0.122



(2)
A cluster of 2 separate species, C3H7FO3 in total. Source: the Open Molecules 2025 dataset; level of theory: wB97M-V/def2-TZVPD.

Relative energy (zero: lowest compared OMol25 entry of this formula, charge and spin) ... 99.6 kcal/mol
Molecular weight ... 110.08 Da
HOMO-LUMO gap (alpha / beta) ... 8.56 / 7.29 eV

Last column: natural (NBO) charge in e.
Cartesian coordinates (Å):
1 C -1.3433 -1.4432 0.5179  -0.729
2 C -1.4118 0.0081 0.3420  0.187
3 C 1.3771 0.7658 -0.4240  0.732
4 O 1.9464 -0.4624 -0.7570  -0.692
5 O 1.7705 1.2229 0.7855  -0.714
6 O 1.2353 1.6897 -1.3405  -0.693
7 F -2.0977 0.3976 -0.8157  -0.390
8 H -2.2189 -2.0309 0.3694  0.225
9 H -1.0210 -1.7320 1.5226  0.226
10 H -0.4916 -1.6592 -0.2180  0.226
11 H -1.7498 0.6598 1.1177  0.133
12 H 1.9384 -0.9317 -0.0085  0.478
13 H 1.4189 2.1982 0.9095  0.504
14 H 0.6477 1.3174 -2.0009  0.507



(3)
A structure of composition C24H25N8OSSeZn. Source: the Open Molecules 2025 dataset; level of theory: wB97M-V/def2-TZVPD.

Molecular weight ... 617.94 Da
HOMO-LUMO gap ... 7.69 eV
Charge ... +1

Last column: natural (NBO) charge in e.
Cartesian coordinates (Å):
1 Zn 0.3636 0.7420 0.3976  1.535
2 N 4.2589 -0.8827 0.9007  -0.782
3 C 2.9257 -0.6833 0.9579  0.316
4 S 2.3940 0.8845 1.5363  -0.536
5 N 2.1543 -1.6802 0.6082  -0.439
6 N 0.8423 -1.3483 0.6226  -0.349
7 C -0.0626 -2.2108 0.8883  0.179
8 C 0.1781 -3.6396 1.1914  -0.043
9 C 0.8890 -4.4329 0.2950  -0.180
10 C 1.1136 -5.7702 0.5793  -0.208
11 C 0.6474 -6.3187 1.7661  -0.190
12 C -0.0484 -5.5283 2.6695  -0.211
13 C -0.2888 -4.1940 2.3807  -0.209
14 C -1.4375 -1.6340 0.9209  0.179
15 C -2.5733 -2.4258 1.0140  -0.231
16 C -3.8169 -1.8181 1.0928  -0.129
17 C -3.8963 -0.4360 1.0720  -0.253
18 C -2.7214 0.2851 0.9435  0.065
19 N -1.5251 -0.2905 0.8699  -0.566
20 H 4.8694 -0.2232 1.3472  0.408
21 H 4.5885 -1.8222 0.7491  0.409
22 H 1.2730 -3.9954 -0.6165  0.224
23 H 1.6607 -6.3847 -0.1231  0.223
24 H 0.8304 -7.3614 1.9888  0.224
25 H -0.4028 -5.9502 3.6005  0.223
26 H -0.8283 -3.5770 3.0896  0.215
27 H -2.4755 -3.5014 1.0252  0.248
28 H -4.7122 -2.4207 1.1680  0.234
29 H -4.8433 0.0794 1.1404  0.235
30 H -2.7275 1.3662 0.8783  0.214
31 N 1.4523 -0.5089 -6.6084  -0.806
32 C 2.3291 -0.0875 -5.6649  0.642
33 O 3.5013 0.1191 -5.8874  -0.573
34 C 1.7766 0.0980 -4.2705  -0.087
35 C 0.6268 -0.5221 -3.7994  -0.230
36 C 0.2406 -0.2995 -2.4908  0.051
37 N 0.9226 0.4965 -1.6669  -0.582
38 C 2.0302 1.0922 -2.1173  0.040
39 C 2.4943 0.9109 -3.4052  -0.149
40 H 1.7945 -0.5987 -7.5505  0.418
41 H 0.4608 -0.5143 -6.4576  0.396
42 H 0.0464 -1.1976 -4.4126  0.228
43 H -0.6364 -0.7844 -2.0777  0.207
44 H 2.5553 1.7176 -1.4053  0.229
45 H 3.4057 1.3807 -3.7458  0.252
46 C 0.7080 3.5219 2.8060  -0.410
47 N -0.4514 4.2615 2.3337  -0.340
48 C -1.0972 5.2502 3.0486  -0.054
49 C -2.0924 5.7185 2.2691  -0.063
50 N -2.0459 5.0069 1.0884  -0.339
51 C -2.9339 5.2008 -0.0481  -0.405
52 C -1.0398 4.1099 1.1382  0.271
53 Se -0.6144 2.9890 -0.2990  -0.374
54 H 1.1114 4.0337 3.6752  0.228
55 H 1.4627 3.4897 2.0237  0.241
56 H 0.4326 2.5063 3.0829  0.228
57 H -0.7828 5.5313 4.0370  0.244
58 H -2.8188 6.4918 2.4401  0.245
59 H -3.5781 6.0494 0.1636  0.225
60 H -3.5383 4.3103 -0.2094  0.225
61 H -2.3509 5.3994 -0.9442  0.235



(4)
A cluster of 2 separate species, CH5NO in total. Source: the Open Molecules 2025 dataset; level of theory: wB97M-V/def2-TZVPD.

Relative energy (zero: lowest compared OMol25 entry of this formula, charge and spin) ... 28.6 kcal/mol
Structure (SMILES) ... C=N.O
Molecular weight ... 47.06 Da
HOMO-LUMO gap ... 10.79 eV

Last column: natural (NBO) charge in e.
Cartesian coordinates (Å):
1 C 1.3739 -2.1572 0.0999  -0.042
2 N 1.6279 -2.6774 1.2420  -0.595
3 H 0.8437 -1.2096 0.0732  0.153
4 H 1.3104 -2.7641 -0.7985  0.150
5 H 2.3963 -3.3386 1.0982  0.334
6 O -2.1294 4.1559 -0.5718  -0.934
7 H -2.9031 4.6786 -0.8424  0.467
8 H -2.5198 3.3124 -0.3007  0.467



(5)
An isolated molecule of C6H10N2. Source: the Open Molecules 2025 dataset; level of theory: wB97M-V/def2-TZVPD.

Relative energy (zero: lowest compared OMol25 entry of this formula, charge and spin) ... 51.5 kcal/mol
Structure (SMILES) ... C=C(N)C(=C)/N=C\C
Molecular weight ... 110.16 Da
HOMO-LUMO gap ... 9.12 eV

Last column: natural (NBO) charge in e.
Cartesian coordinates (Å):
1 C 0.5416 0.7610 -1.6297  -0.514
2 C 1.1122 0.2256 -0.5685  0.160
3 N 2.2348 0.7111 0.0736  -0.809
4 C 0.3648 -0.9688 0.1914  0.121
5 C 0.9789 -1.7177 1.1096  -0.457
6 N -0.8929 -1.2478 -0.2501  -0.419
7 C -1.8321 -0.3785 -0.3226  0.173
8 C -2.0012 0.7946 0.6015  -0.697
9 H 0.8853 1.6310 -2.1603  0.204
10 H -0.5287 0.4037 -1.8358  0.210
11 H 2.7947 1.3432 -0.4784  0.380
12 H 2.7766 0.0352 0.5871  0.380
13 H 2.0013 -1.5720 1.4044  0.186
14 H 0.4720 -2.5505 1.5607  0.211
15 H -2.7590 -0.7490 -0.7554  0.177
16 H -1.0408 1.1012 1.0140  0.233
17 H -2.4198 1.6349 0.0469  0.225
18 H -2.6877 0.5430 1.4114  0.237



(6)
A structure of composition C21H42Br2FI2N4OP2. Source: the Open Molecules 2025 dataset; level of theory: wB97M-V/def2-TZVPD.

Molecular weight ... 861.16 Da
HOMO-LUMO gap ... 6.47 eV
Charge ... +1

Last column: Löwdin charge in e.
Cartesian coordinates (Å):
1 C 5.1840 -2.3311 2.2090  -0.139
2 C 4.9689 -0.8271 2.0265  -0.424
3 P 3.2332 -0.2055 2.1379  0.890
4 C 2.4196 -1.3609 3.2954  -0.301
5 N 2.6523 -0.4444 0.4731  -0.229
6 C 2.7433 -1.7505 -0.0984  -0.745
7 Br 1.8568 -3.2604 0.7123  0.771
8 C 3.5577 -1.9762 -1.1432  -0.738
9 C 4.4078 -0.9344 -1.8018  -0.147
10 Br 3.7799 -3.6804 -1.9376  0.779
11 C 1.6238 0.4597 0.1335  -0.346
12 N 0.2707 0.4066 0.4783  -0.217
13 C -0.0744 0.8585 1.8408  -0.208
14 C -1.2651 1.8074 1.8772  -0.268
15 N -1.9428 1.7212 3.1795  0.015
16 P -0.4919 -0.9953 -0.1884  1.004
17 C -1.3274 -0.7439 -1.8029  -0.382
18 C -0.3538 -1.0918 -2.9405  -0.156
19 C -1.5842 -1.8194 1.0043  -0.370
20 C -3.0396 -1.2664 1.0737  -0.128
21 N 1.9847 1.5487 -0.5078  0.015
22 C 1.0122 2.6412 -0.7664  -0.057
23 C -0.0445 2.3764 -1.8321  -0.174
24 F -0.0775 3.4502 -2.7031  -0.023
25 C 3.3343 1.8513 -0.9130  -0.756
26 I 4.7205 2.3482 0.6063  1.007
27 C 3.6814 1.9037 -2.2102  -0.825
28 C 2.7413 1.5670 -3.3286  -0.142
29 I 5.5910 2.4180 -2.8959  0.972
30 H 6.0882 -2.6228 1.6806  0.079
31 H 4.3760 -2.9405 1.8254  0.013
32 H 5.3538 -2.5515 3.2566  0.077
33 H 5.3268 -0.4683 1.0657  0.008
34 H 5.4784 -0.2562 2.7974  0.070
35 H 2.6155 -1.0456 4.3175  0.052
36 H 1.3438 -1.3758 3.1696  0.009
37 H 2.7402 -2.3923 3.2096  -0.007
38 H 3.9122 -0.5066 -2.6675  0.063
39 H 4.6601 -0.1686 -1.0745  0.018
40 H 5.3474 -1.3768 -2.1100  0.077
41 H 0.7882 1.3860 2.2467  0.109
42 H -0.2702 0.0394 2.5289  0.091
43 H -1.9558 1.6528 1.0505  0.103
44 H -0.8770 2.8231 1.7573  0.101
45 H -2.3071 2.6421 3.3904  0.075
46 H -1.2356 1.5835 3.8944  0.070
47 H -2.1246 -1.4854 -1.8216  0.086
48 H -1.8191 0.2122 -1.9518  0.061
49 H -0.3653 -2.1708 -3.0643  0.078
50 H 0.6745 -0.8460 -2.6913  0.024
51 H -0.6622 -0.6592 -3.8870  0.081
52 H -1.6289 -2.8437 0.6427  0.073
53 H -1.1295 -1.8861 1.9860  0.064
54 H -3.2020 -0.7936 2.0354  0.069
55 H -3.7312 -2.0888 0.9677  0.061
56 H -3.2280 -0.5821 0.2567  0.042
57 H 0.5270 2.9293 0.1533  0.108
58 H 1.5910 3.5044 -1.0745  0.141
59 H -1.0211 2.3362 -1.3604  0.115
60 H 0.1345 1.4647 -2.3860  0.087
61 H 2.0681 2.4084 -3.4836  0.087
62 H 3.2638 1.4266 -4.2636  0.062
63 H 2.1372 0.6940 -3.1038  0.059
64 C -6.8634 0.9832 0.7058  -0.058
65 C -6.3245 0.0520 -0.3690  -0.500
66 C -7.3648 -0.2204 -1.4441  -0.059
67 O -5.8896 -1.1765 0.2196  -0.074
68 H -7.7251 0.5317 1.2035  0.085
69 H -6.1060 1.1672 1.4689  0.076
70 H -7.1723 1.9399 0.2833  0.082
71 H -5.4369 0.4965 -0.8252  0.129
72 H -8.2417 -0.7072 -1.0103  0.084
73 H -6.9635 -0.8898 -2.2053  0.080
74 H -7.6873 0.7025 -1.9271  0.082
75 H -6.6560 -1.5914 0.6293  0.095